ORCA calculation (ωB97M-V/def2-TZVPD) on 2 unconnected molecules or ions with the total composition C4H12.

Structure (XYZ):
```
16
Properties=species:S:1:pos:R:3:mulliken_charge:R:1
C -1.94 1.17 -0.01 -0.77
C -1.61 0.15 -1.08 -0.71
H -1.20 2.08 -0.11 0.22
H -2.92 1.73 -0.17 0.32
H -2.03 0.59 0.91 0.24
H -1.10 0.53 -1.87 0.33
H -0.94 -0.70 -0.62 0.12
H -2.61 -0.39 -1.48 0.27
C 2.00 -1.15 1.08 -0.90
C 1.53 -0.18 0.04 -0.72
H 2.42 -2.14 0.68 0.26
H 2.86 -0.70 1.68 0.26
H 1.28 -1.40 1.81 0.30
H 0.86 -0.54 -0.76 0.16
H 1.14 0.63 0.54 0.28
H 2.26 0.31 -0.65 0.34
```

Computed properties:
**SMILES**: CC.CC
**Energy relative to the best compared isomer or geometry (same formula, charge and spin)**: 29.8 kcal per mole
**Calculated total energy**: -4341.2358 eV
**Kohn-Sham gap**: 12.004 eV
**Lowest unoccupied orbital energy**: 1.1 eV

ORCA calculation (ωB97M-V/def2-TZVPD) on 2 unconnected molecules or ions with the total composition C4H12.

Structure (XYZ):
```
16
Properties=species:S:1:pos:R:3:mulliken_charge:R:1
C 1.83 0.94 0.80 -0.78
C 2.35 -0.58 0.76 -0.90
H 1.28 1.30 -0.12 0.21
H 1.18 0.93 1.65 0.23
H 2.68 1.52 0.98 0.36
H 1.76 -1.11 0.06 0.24
H 3.29 -0.58 0.31 0.34
H 2.25 -1.03 1.69 0.31
C -1.65 -0.52 -0.28 -0.62
C -2.53 0.15 -1.24 -0.98
H -0.80 -0.94 -0.72 0.21
H -1.33 0.26 0.49 0.14
H -2.00 -1.38 0.29 0.37
H -3.22 0.89 -0.92 0.33
H -3.12 -0.52 -1.88 0.29
H -1.96 0.71 -2.05 0.26
```

Computed properties:
**SMILES**: CC.CC
**Energy relative to the best compared isomer or geometry (same formula, charge and spin)**: 19.7 kcal per mole
**Calculated total energy**: -4341.6732 eV
**Kohn-Sham gap**: 12.513 eV
**Lowest unoccupied orbital energy**: 1.2 eV

ORCA calculation (ωB97M-V/def2-TZVPD) on 2 unconnected molecules or ions with the total composition C4H12.

Structure (XYZ):
```
16
Properties=species:S:1:pos:R:3:mulliken_charge:R:1
C 2.21 0.09 1.33 -0.75
C 0.76 0.49 1.31 -0.56
H 2.44 -0.51 0.41 0.33
H 2.88 0.93 1.55 0.36
H 2.43 -0.66 2.11 0.38
H 0.85 1.05 2.32 0.33
H 0.22 -0.43 1.40 0.35
H 0.37 1.18 0.53 0.41
C -2.26 -0.04 -1.13 -0.77
C -0.83 -0.41 -1.54 -0.76
H -2.51 1.00 -1.28 0.31
H -2.83 -0.73 -1.82 0.29
H -2.47 -0.33 -0.11 0.30
H -0.72 -0.39 -2.63 0.35
H -0.55 -1.43 -1.24 0.28
H 0.02 0.20 -1.20 0.15
```

Computed properties:
**Multiplicity**: 2
**Energy relative to the best compared isomer or geometry (same formula, charge and spin)**: 15.7 kcal per mole
**Calculated total energy**: -4330.5512 eV
**Net charge**: +1
**Expectation value of S²**: 0.7530
**Kohn-Sham gap (spin up / spin down)**: 12.723 / 4.092 eV
**Lowest unoccupied orbital energy (spin up / spin down)**: -3.3 / -11.3 eV

ORCA calculation (ωB97M-V/def2-TZVPD) on 2 unconnected molecules or ions with the total composition C4H12.

Structure (XYZ):
```
16
Properties=species:S:1:pos:R:3:mulliken_charge:R:1
C 0.07 -0.77 -2.01 -0.71
C 1.55 -0.42 -2.17 -0.62
H -0.40 0.08 -2.42 0.32
H -0.20 -1.49 -2.70 0.39
H -0.15 -0.96 -1.04 0.19
H 2.10 -1.20 -1.61 0.33
H 1.77 0.62 -1.96 0.32
H 2.02 -0.68 -3.19 0.37
C -0.56 0.97 2.76 -0.87
C -1.09 0.20 1.48 -0.42
H -0.27 2.05 2.49 0.29
H -1.33 1.03 3.38 0.35
H 0.31 0.48 3.13 0.33
H -1.66 0.93 0.80 0.32
H -0.18 -0.16 0.93 0.08
H -1.86 -0.56 1.82 0.33
```

Computed properties:
**Multiplicity**: 2
**Energy relative to the best compared isomer or geometry (same formula, charge and spin)**: 37.5 kcal per mole
**Calculated total energy**: -4329.6078 eV
**Net charge**: +1
**Expectation value of S²**: 0.7527
**Kohn-Sham gap (spin up / spin down)**: 13.718 / 3.148 eV
**Lowest unoccupied orbital energy (spin up / spin down)**: -2.9 / -11.9 eV

ORCA calculation (ωB97M-V/def2-TZVPD) on 2 unconnected molecules or ions with the total composition C4H12.

Structure (XYZ):
```
16
Properties=species:S:1:pos:R:3:mulliken_charge:R:1
C 0.43 -1.83 1.55 -0.66
C -0.33 -0.67 2.11 -0.77
H 0.62 -1.72 0.55 0.26
H 1.28 -2.08 2.18 0.32
H -0.31 -2.64 1.48 0.31
H -0.85 -0.87 3.01 0.39
H -1.21 -0.33 1.40 0.28
H 0.36 0.10 2.51 0.31
C 0.08 0.51 -1.57 -0.53
C -0.14 1.87 -2.13 -0.76
H -0.59 -0.17 -2.03 0.38
H 1.16 0.16 -1.70 0.35
H -0.21 0.65 -0.57 0.12
H 0.15 2.77 -1.43 0.34
H -1.12 2.09 -2.52 0.33
H 0.69 2.16 -2.83 0.34
```

Computed properties:
**Multiplicity**: 2
**Energy relative to the best compared isomer or geometry (same formula, charge and spin)**: 23.9 kcal per mole
**Calculated total energy**: -4330.1960 eV
**Net charge**: +1
**Expectation value of S²**: 0.7531
**Kohn-Sham gap (spin up / spin down)**: 13.509 / 3.337 eV
**Lowest unoccupied orbital energy (spin up / spin down)**: -2.9 / -11.4 eV

ORCA calculation (ωB97M-V/def2-TZVPD) on a molecular structure, C4H12AgF2N7O10S2.

Structure (XYZ):
```
38
Properties=species:S:1:pos:R:3:mulliken_charge:R:1
Ag -9.44 10.52 9.64 1.86
C -7.14 11.27 10.92 0.87
O -7.51 10.12 10.74 -0.60
O -7.95 12.14 10.72 -0.72
O -5.97 11.50 11.11 -0.51
N -8.97 10.62 7.46 -0.01
S -10.17 11.08 6.20 1.02
O -9.99 10.28 4.99 -0.55
O -10.63 12.41 6.08 -0.47
F -11.31 10.22 6.98 -0.30
S -8.01 11.73 6.93 0.74
O -7.98 12.88 7.79 -0.56
O -7.63 11.87 5.54 -0.57
F -6.63 11.05 7.42 -0.35
C -9.25 7.45 8.55 0.66
O -9.83 8.27 9.23 -0.59
N -8.64 7.78 7.45 -0.19
N -9.27 6.15 8.71 -0.38
H -8.55 8.78 7.28 0.16
H -8.04 7.16 6.92 0.21
H -9.81 5.70 9.44 0.25
H -8.62 5.68 8.11 0.15
C -10.88 13.53 9.40 0.63
O -10.89 12.28 9.28 -0.78
N -11.55 14.37 8.63 -0.45
N -10.03 14.08 10.24 -0.27
H -12.21 13.91 8.02 0.25
H -11.36 15.36 8.58 0.16
H -9.35 13.54 10.75 0.23
H -10.07 15.09 10.23 0.14
C -10.57 10.34 12.66 0.74
O -10.74 10.14 11.47 -0.78
N -10.32 9.40 13.53 -0.46
N -10.62 11.47 13.24 -0.36
H -10.17 8.50 13.10 0.25
H -10.10 9.65 14.48 0.16
H -10.79 11.46 14.23 0.18
H -10.93 12.25 12.68 0.25
```

Computed properties:
**Multiplicity**: 3
**Calculated total energy**: -66349.8113 eV
**Expectation value of S²**: 2.0117
**Kohn-Sham gap (spin up / spin down)**: 9.975 / 6.204 eV
**Lowest unoccupied orbital energy (spin up / spin down)**: 0.2 / -3.5 eV

ORCA calculation (ωB97M-V/def2-TZVPD) on a molecular structure, C4H12BCa2F6O2.

Structure (XYZ):
```
27
Properties=species:S:1:pos:R:3:mulliken_charge:R:1
Ca -24.24 -7.13 1.16 1.58
Ca -26.96 -9.70 0.92 1.63
B -21.73 -6.73 -0.11 0.66
F -22.80 -7.50 -0.46 -0.20
F -22.10 -6.13 1.01 -0.44
F -20.74 -7.60 0.22 -0.38
F -21.30 -5.81 -1.07 -0.35
F -26.44 -7.65 1.91 -0.81
F -24.77 -9.21 0.21 -0.59
C -20.82 -11.88 -1.69 -1.35
C -21.95 -10.93 -1.59 0.52
O -22.90 -11.33 -0.55 -0.57
H -20.23 -11.67 -2.57 0.36
H -21.24 -12.88 -1.75 0.32
H -20.11 -11.75 -0.87 0.33
H -22.42 -10.94 -2.57 0.07
H -21.66 -9.91 -1.35 0.02
H -23.53 -10.64 -0.35 0.26
C -23.64 -8.50 -4.40 -0.95
C -24.27 -7.51 -3.49 -0.15
O -24.88 -8.36 -2.54 -0.52
H -22.76 -9.01 -4.00 0.19
H -23.16 -7.90 -5.18 0.38
H -24.28 -9.26 -4.85 0.29
H -25.07 -7.10 -4.11 0.25
H -23.68 -6.73 -3.01 0.26
H -24.32 -8.48 -1.77 0.21
```

Computed properties:
**Energy relative to the best compared isomer or geometry (same formula, charge and spin)**: 66.1 kcal per mole
**Calculated total energy**: -62300.3823 eV
**Net charge**: +1
**Kohn-Sham gap**: 6.051 eV
**Lowest unoccupied orbital energy**: -6.1 eV

ORCA calculation (ωB97M-V/def2-TZVPD) on C4H12ClNSi in the gas phase.

Structure (XYZ):
```
19
Properties=species:S:1:pos:R:3:mulliken_charge:R:1
C 1.12 -1.68 2.04 -0.90
N 0.40 -0.47 1.83 -0.16
Si -0.88 -0.27 0.65 0.31
Cl -2.01 1.25 1.45 -0.28
C -0.44 0.20 -1.28 0.55
C 1.00 0.50 -1.22 -1.30
C -1.25 1.35 -1.70 -1.75
H 2.15 -1.31 1.72 0.28
H 0.93 -1.94 3.07 0.32
H 0.81 -2.63 1.50 0.29
H 0.60 0.19 2.57 0.23
H -1.45 -1.66 0.78 -0.16
H -0.71 -0.64 -1.90 0.38
H 1.30 0.88 -0.24 0.36
H 1.60 -0.30 -1.61 0.31
H 1.18 1.30 -2.02 0.35
H -1.05 2.25 -1.14 0.43
H -2.34 1.30 -1.80 0.35
H -0.96 1.68 -2.69 0.41
```

Computed properties:
**SMILES**: CN[Si@@H](Cl)C(C)C
**Energy relative to the best compared isomer or geometry (same formula, charge and spin)**: 38.3 kcal per mole
**Calculated total energy**: -26233.6589 eV
**Kohn-Sham gap**: 9.653 eV
**Lowest unoccupied orbital energy**: 0.9 eV

ORCA calculation (ωB97M-V/def2-TZVPD) on 3 unconnected molecules or ions with the total composition C4H12ClO4.

Structure (XYZ):
```
21
Properties=species:S:1:pos:R:3:mulliken_charge:R:1
Cl -0.67 0.88 2.41 -1.00
C 3.81 5.13 -2.14 -0.44
C 2.78 4.65 -1.06 -0.23
O 2.69 5.49 0.03 -0.48
O 5.06 5.02 -1.48 -0.52
H 3.69 6.16 -2.49 0.28
H 3.75 4.48 -3.01 0.26
H 3.05 3.66 -0.69 0.26
H 1.76 4.66 -1.45 0.30
H 3.58 5.78 0.25 0.27
H 5.29 5.90 -1.17 0.31
C -2.97 -4.86 1.48 -0.36
C -3.64 -6.09 0.86 -0.37
O -4.10 -5.85 -0.45 -0.53
O -3.80 -3.76 1.89 -0.55
H -2.30 -4.48 0.71 0.27
H -2.37 -5.03 2.37 0.33
H -4.45 -6.42 1.51 0.26
H -2.95 -6.93 0.79 0.29
H -4.96 -5.42 -0.38 0.31
H -3.25 -2.97 2.00 0.34
```

Computed properties:
**Energy relative to the best compared isomer or geometry (same formula, charge and spin)**: 34.5 kcal per mole
**Calculated total energy**: -25055.2801 eV
**Net charge**: -1
**Kohn-Sham gap**: 5.888 eV
**Lowest unoccupied orbital energy**: 2.4 eV

ORCA calculation (ωB97M-V/def2-TZVPD) on a molecular structure, C4H12CoFN4O8.

Structure (XYZ):
```
30
Properties=species:S:1:pos:R:3:mulliken_charge:R:1
Co 0.11 1.35 -3.05 1.27
F 0.07 0.70 -1.34 -0.16
C 0.86 2.70 1.22 -0.38
N 0.60 4.08 0.72 0.91
O -0.26 4.24 -0.14 -0.57
O 1.28 4.96 1.17 -0.51
H 0.66 2.72 2.29 0.32
H 1.86 2.39 0.94 0.30
H 0.08 2.07 0.81 -0.10
C -0.22 -2.24 1.03 -0.52
N 0.77 -1.55 1.93 0.90
O 1.52 -0.72 1.45 -0.52
O 0.94 -2.03 3.02 -0.51
H 0.32 -3.15 0.82 0.25
H -0.37 -1.58 0.18 0.08
H -1.12 -2.33 1.63 0.31
C -2.83 0.49 0.02 -0.52
N -3.87 1.05 0.93 0.88
O -3.50 1.90 1.70 -0.53
O -4.97 0.55 0.84 -0.53
H -2.60 1.30 -0.66 0.24
H -3.35 -0.33 -0.46 0.36
H -2.03 0.13 0.67 0.05
C 1.90 -2.33 -1.74 -0.77
N 2.88 -2.52 -2.84 0.91
O 3.18 -3.67 -3.06 -0.49
O 3.20 -1.54 -3.50 -0.57
H 1.60 -3.25 -1.25 0.32
H 1.07 -1.86 -2.26 0.20
H 2.22 -1.53 -1.07 0.36
```

Computed properties:
**Multiplicity**: 4
**Energy relative to the best compared isomer or geometry (same formula, charge and spin)**: 8.9 kcal per mole
**Calculated total energy**: -67003.9153 eV
**Net charge**: +1
**Expectation value of S²**: 3.7568
**Kohn-Sham gap (spin up / spin down)**: 5.229 / 4.183 eV
**Lowest unoccupied orbital energy (spin up / spin down)**: -8.7 / -9.8 eV

ORCA calculation (ωB97M-V/def2-TZVPD) on a molecular structure, C4H12I2O4Zn.

Structure (XYZ):
```
23
Properties=species:S:1:pos:R:3:mulliken_charge:R:1
Zn -0.11 -0.08 -0.01 0.69
I -3.26 -2.53 0.80 -0.45
I 3.20 2.28 -0.98 -0.47
C -2.20 3.12 -0.73 -0.34
C -2.68 2.21 -1.83 -0.48
O -1.61 1.34 -2.12 -0.42
O -1.72 2.33 0.43 -0.44
H -3.08 3.71 -0.46 0.34
H -1.39 3.75 -1.11 0.27
H -2.90 2.85 -2.68 0.32
H -3.56 1.59 -1.69 0.34
H -1.67 1.19 -3.07 0.26
H -1.97 2.83 1.21 0.26
C 2.34 -2.41 2.00 -0.36
C 2.69 -2.75 0.56 -0.54
O 1.70 -2.37 -0.33 -0.39
O 1.45 -1.31 2.20 -0.45
H 3.25 -2.21 2.57 0.28
H 1.77 -3.20 2.49 0.35
H 3.02 -3.78 0.43 0.36
H 3.59 -2.26 0.20 0.32
H 1.86 -3.03 -1.01 0.27
H 1.29 -1.27 3.14 0.28
```

Computed properties:
**Energy relative to the best compared isomer or geometry (same formula, charge and spin)**: 148.7 kcal per mole
**Calculated total energy**: -77147.1956 eV
**Kohn-Sham gap**: 3.839 eV
**Lowest unoccupied orbital energy**: -4.0 eV

ORCA calculation (ωB97M-V/def2-TZVPD) on 2 unconnected molecules or ions with the total composition C4H12INSi.

Structure (XYZ):
```
19
Properties=species:S:1:pos:R:3:mulliken_charge:R:1
C -2.13 -0.60 -0.95 -1.06
C 0.03 1.81 -0.92 -0.85
C -0.78 0.36 1.84 -1.01
C 2.10 -1.40 0.28 -0.64
N 1.04 -1.34 -0.51 -0.50
Si -0.73 0.31 -0.05 0.67
I 3.45 0.63 0.45 -0.33
H -2.88 -0.97 -0.25 0.32
H -2.63 0.06 -1.65 0.35
H -1.75 -1.45 -1.50 0.33
H -0.17 2.74 -0.38 0.33
H 1.11 1.71 -0.97 0.17
H -0.33 1.93 -1.94 0.31
H -0.21 -0.46 2.26 0.30
H -0.36 1.29 2.23 0.31
H -1.80 0.27 2.22 0.36
H 1.87 -1.48 1.34 0.29
H 2.92 -2.05 -0.03 0.42
H 1.24 -1.39 -1.50 0.22
```

Computed properties:
**Energy relative to the best compared isomer or geometry (same formula, charge and spin)**: 15.7 kcal per mole
**Calculated total energy**: -21810.7223 eV
**Kohn-Sham gap**: 8.202 eV
**Lowest unoccupied orbital energy**: 0.4 eV